Formula: C4H8Se
Source: the OMol25 dataset
Level of theory: wB97M-V/def2-TZVPD

Summary:
highest occupied orbital energy	-7.482	eV
E_LUMO	0.010	Eh
relative energy (zero: lowest compared OMol25 entry of this formula, charge and spin)	4.8966	eV
energy	-69618.3388	eV
frontier orbital gap	7.765	eV
strongest force on any atom	5.216	eV/A

Geometry as ORCA input:
```
! RIJCOSX wB97M-V def2-TZVPD def2/J DEFGRID3
* xyz 0 1
C -0.95636 0.61951 0.60084
C -1.19891 -0.00043 -0.69258
C -0.45580 -0.76738 0.40873
C 1.05938 -1.01450 0.37203
Se 2.23692 0.15856 -0.17692
H -0.14619 1.35482 0.56030
H -1.75822 0.84299 1.22023
H -2.18784 -0.55313 -1.00356
H -0.68358 0.32694 -1.47726
H -1.10202 -1.70634 0.75795
H 1.39819 -1.90754 -0.21870
H 1.83981 1.32065 -1.33335
H 1.95462 1.32585 0.98228
*
```